{
  "formula": "C34H58FN15O3S",
  "method": "ωB97M-V/def2-TZVPD",
  "homo_lumo_gap_ev": 8.70,
  "e_homo_ha": -0.3109,
  "species": ["H", "H", "H", "C", "O", "N", "H", "N", "H", "N", "H", "H", "H", "C", "C", "C", "H", "N", "H", "H", "H", "C", "H", "N", "H", "H", "C", "C", "C", "O", "N", "C", "H", "C", "N", "H", "H", "C", "H", "C", "C", "H", "H", "H", "C", "N", "H", "H", "C", "H", "H", "H", "H", "H", "H", "H", "H", "H", "H", "H", "H", "S", "C", "H", "C", "H", "N", "C", "N", "H", "C", "C", "C", "H", "H", "H", "C", "C", "H", "N", "C", "O", "N", "C", "H", "H", "H", "C", "H", "N", "F", "H", "C", "C", "H", "H", "H", "N", "H", "H", "C", "H", "C", "C", "C", "H", "C", "N", "H", "C", "H", "H"],
  "coordinates": [[-0.23084, -8.58322, -0.15084], [1.88899, 1.83434, -0.32086], [0.67989, 3.12963, 2.09006], [2.48331, 0.06540, 0.75600], [-0.08862, 1.13961, -2.94338], [-8.75352, -1.77722, 1.79403], [-4.97050, 2.75125, -2.55151], [1.99498, -3.42110, 2.86757], [0.38871, 0.46875, 0.40996], [3.59824, 3.34550, 3.23378], [-2.44773, 3.09985, -3.34775], [-8.24315, 0.40021, -0.42031], [4.18381, -3.49201, 0.60045], [-0.28424, 3.45618, -3.41525], [-7.17809, 1.41655, 4.48969], [-4.79573, -1.83998, 5.55307], [4.75748, -4.58461, 1.87637], [-5.28048, -1.85913, 4.51103], [-0.42718, -1.71652, -2.31935], [-7.48209, 4.75777, 2.08503], [3.50046, 1.79757, -1.87813], [0.83302, -1.41675, -0.58019], [-3.19037, -1.28689, 6.78704], [3.80840, 1.27922, -1.06293], [8.48345, 0.49417, 0.89487], [-2.15006, -2.37370, 3.51010], [4.30163, -3.61570, 1.67628], [1.00945, 3.05911, 3.12669], [4.61095, 3.53056, -3.67102], [1.08878, -0.08408, -5.01433], [0.73187, 0.08705, -2.49780], [3.00977, -3.51116, 2.33691], [-0.57837, -3.03070, 3.99464], [-7.63812, 3.69679, 1.89594], [-0.23376, 0.09219, 3.88143], [-8.81991, 0.27641, 3.84766], [-1.94162, 4.54957, -2.49704], [-7.55822, -0.35632, -0.03649], [-4.00158, -2.80062, 7.24125], [-1.31438, -2.25362, 4.19934], [-8.22157, -1.15525, 0.98635], [0.63154, -7.38381, -1.11977], [4.96278, -2.82651, 2.02896], [4.83715, 2.11556, -5.20388], [8.50556, 4.80340, -3.88456], [-0.20221, -4.90007, -1.16388], [1.81963, -1.65285, -1.00594], [3.16900, -0.70866, 0.40445], [5.27698, 2.36876, -4.23990], [2.67586, 0.18362, 1.83135], [1.32339, -6.14313, -3.65254], [-5.93320, 1.46636, -1.81554], [-7.24324, -0.48983, 3.61233], [6.33811, 2.56333, -4.39042], [-6.27714, 3.14678, -1.42500], [-7.23408, -0.99665, -0.85573], [0.72955, 2.07753, 3.51189], [-6.68593, 3.18119, 2.02067], [0.91474, 2.57492, -1.81716], [1.62803, -4.40014, -3.66399], [-0.89629, -0.33398, -1.32995], [1.66057, -0.46376, -3.78057], [6.77736, -0.71396, 0.79069], [0.10282, -5.03414, -4.29631], [1.03281, -0.41030, 0.57228], [1.55774, 2.31804, -3.45718], [5.74406, -0.95698, 0.34979], [-4.55046, 2.36675, -0.51912], [8.52831, 3.57127, -6.18273], [9.22201, 5.62346, -3.88201], [-4.15277, -1.79163, 6.86003], [-5.47802, 2.44047, -1.63909], [0.75159, -8.27384, -0.50448], [-1.65132, 2.96394, -1.77025], [0.51033, 3.83276, 3.70855], [0.25809, 4.40162, -3.28484], [0.26485, -5.02951, -2.20691], [-1.65593, 3.51476, -2.71631], [7.50976, 5.20440, -3.69585], [1.87777, -10.18086, -1.87842], [0.86407, -5.16274, -3.52770], [3.02562, -0.28394, -3.45249], [-6.71527, 2.46389, 4.60044], [-7.83090, 0.13349, 4.28117], [7.94970, -0.18095, 2.44161], [8.75997, -1.22128, 1.25288], [8.76294, 4.10815, -3.08661], [8.53199, 4.11912, -5.17202], [3.91316, 0.31227, -1.34418], [-8.56211, 3.30887, -0.51296], [1.38180, -1.99217, -3.60973], [1.36526, -8.01724, 0.35798], [-0.03900, -0.89197, -1.71012], [2.45412, 3.23559, 3.19391], [3.23265, 2.08881, 0.79501], [-7.94249, -0.40687, 5.22019], [-0.40127, 3.31344, -4.49596], [-3.81774, 2.30379, 0.36506], [0.69345, -0.85785, 1.50999], [-6.68495, 0.13894, 0.39020], [8.06924, -0.38891, 1.37926], [5.16599, 1.50856, -3.57928], [0.63207, 2.37941, -2.86624], [2.83257, 1.39578, 0.04713], [1.37747, -9.34134, -1.27303], [-4.78012, -1.23966, 7.55875], [-8.15907, 3.48711, 0.54973], [4.08390, 4.44920, -3.22251], [0.39152, -2.35466, -0.22052], [-0.70434, -0.94601, 4.02994], [-8.34027, 3.31406, 2.63560], [-1.68282, -2.37232, 5.21752]],
  "lowdin_charge": [0.0870, 0.0714, 0.0787, -0.1888, -0.1397, 0.1418, 0.0758, 0.1437, 0.1074, 0.1217, 0.0638, 0.0699, 0.0756, -0.2071, -0.2750, -0.2648, 0.0819, 0.1529, 0.1092, 0.0892, 0.0128, -0.1760, 0.0759, 0.0157, 0.0855, 0.0851, -0.0776, -0.0750, -0.2947, -0.2031, -0.1969, -0.2681, 0.0625, -0.0776, 0.1637, 0.0759, 0.0729, -0.0712, 0.0869, -0.0606, -0.2736, 0.0342, 0.0579, 0.0916, -0.0712, 0.1495, 0.1016, 0.0632, -0.0568, 0.1016, 0.0845, 0.0721, 0.0281, 0.0561, 0.0459, 0.0852, 0.0190, 0.0628, 0.1121, 0.0678, 0.1344, 0.6263, -0.2416, 0.0912, -0.1884, 0.1081, 0.1666, -0.2909, 0.1294, 0.0819, -0.0651, -0.0662, -0.0704, 0.0620, 0.0808, 0.1149, -0.2808, -0.0981, 0.0787, 0.1200, -0.0563, -0.2399, 0.1331, -0.0971, 0.0865, 0.0825, 0.0839, -0.2963, 0.0190, 0.1310, -0.1499, 0.0859, -0.1672, -0.2952, 0.0740, 0.0806, 0.1144, 0.1341, 0.0697, 0.0734, -0.0601, 0.0650, -0.2075, -0.2523, -0.2875, 0.0851, -0.2728, 0.1341, 0.0935, -0.2491, 0.0686, 0.0621]
}

---

{
  "formula": "C34H58N5O4P3SV",
  "method": "ωB97M-V/def2-TZVPD",
  "total_charge": 2,
  "multiplicity": 2,
  "relative_energy_kcal_mol": 34.0,
  "homo_lumo_gap_ev": [5.98, 6.03],
  "e_homo_ha": [-0.4811, -0.4811],
  "species": ["H", "H", "H", "H", "H", "H", "H", "C", "C", "H", "C", "C", "O", "H", "H", "H", "H", "C", "H", "C", "C", "H", "C", "C", "H", "C", "H", "H", "H", "C", "H", "H", "C", "N", "H", "H", "H", "C", "C", "H", "H", "C", "H", "H", "H", "H", "H", "C", "C", "H", "H", "C", "H", "C", "N", "C", "H", "H", "H", "P", "H", "C", "C", "H", "H", "H", "H", "C", "C", "H", "H", "H", "H", "C", "P", "C", "S", "H", "O", "C", "H", "C", "C", "C", "P", "C", "H", "H", "H", "H", "H", "N", "H", "H", "O", "H", "C", "H", "N", "C", "V", "H", "H", "C", "O", "N"],
  "coordinates": [[3.64401, 2.25921, -1.72807], [-3.88182, -3.22545, -0.26320], [1.07577, 1.81299, 6.04782], [1.98330, 1.36932, 4.61276], [2.05245, 4.02492, -3.58904], [-1.78037, -5.38250, -0.47165], [3.04220, -5.52206, 0.41032], [-1.40961, -4.61176, 0.20139], [1.33543, -4.80416, -1.71835], [-2.87007, 1.16125, 1.34677], [3.67007, -1.64078, 3.06309], [2.77936, 2.36281, -2.38882], [1.99154, -1.06559, -0.11567], [0.21544, -6.04138, 0.50138], [-3.01415, 4.81665, 0.39055], [-3.15882, 0.15462, -5.21952], [1.32193, -3.05560, 5.10103], [-0.01120, -4.99678, 0.72068], [3.66933, -3.88113, 0.19997], [2.86153, -1.49453, 1.95350], [3.12398, -0.92162, 0.57839], [-0.65167, 0.06645, -2.13844], [0.99149, 1.66593, 4.97138], [0.36349, 1.37398, 2.30603], [0.71915, 1.76679, -2.38649], [0.65422, 2.81903, 2.75630], [-4.47730, 4.64133, -0.55583], [-0.86032, 0.64881, 5.40362], [-2.01205, 0.45802, -3.00227], [-3.57256, 4.12231, -0.24235], [-1.20509, -3.38417, -3.10893], [-4.59679, 3.16249, 1.39607], [1.77692, -2.61373, 4.22501], [1.58385, -1.87431, 1.99494], [-3.10467, -2.28311, 1.02487], [-2.69189, 1.57751, -1.37345], [1.29605, 0.79796, 2.38315], [-2.26673, 0.67012, -5.58024], [-2.67014, 2.21962, 1.15175], [3.06399, 1.92526, -3.34650], [0.32911, 4.06678, -1.97226], [2.86334, -4.47194, 0.64019], [-1.52661, 1.39749, 3.33431], [1.54456, -5.85748, -1.51999], [-3.48506, -1.51546, -0.53724], [4.70144, -1.31639, 3.03323], [3.29612, 4.45931, -2.43343], [1.61377, 1.58285, -1.78265], [-1.99194, 2.40904, -1.24142], [-1.01222, 3.35832, 0.37982], [-4.49013, 2.18420, -0.05285], [1.32607, 4.26972, -1.57036], [0.81675, 3.98863, 0.49345], [-3.93503, 2.88463, 0.57607], [-1.31068, -0.25243, -2.84118], [3.11268, -2.21512, 4.20579], [3.72295, -2.35052, 5.08868], [0.38493, -4.71500, -2.23811], [1.18819, 3.79768, 4.60580], [1.27004, -3.98335, -0.09725], [0.39659, -0.40556, 4.78937], [-3.16125, -2.43493, -0.05084], [1.40948, 2.02209, -0.32370], [-2.34933, 0.80756, -6.65469], [-2.43501, 2.69549, 2.10488], [1.65370, 3.10224, 2.42512], [-0.06289, 3.51308, 2.31537], [0.56901, 2.95948, 4.28711], [-1.04465, -0.11524, -5.29623], [-2.84757, -2.85319, -2.73408], [1.83188, 0.52037, -1.82213], [-2.36510, -4.52053, -2.38862], [1.37446, 5.34764, -1.41056], [-0.65826, 0.74595, 3.26343], [-1.53897, -2.96890, -0.70178], [0.52751, -1.17257, -4.12327], [1.44619, -1.84499, -2.88498], [-1.02237, -0.21197, 2.89168], [-0.66957, -2.22106, 1.55533], [-1.47193, 2.38412, 0.19861], [-0.45346, 3.19481, 4.59283], [2.40614, 3.84398, -2.57295], [-0.05312, 0.58041, 4.67310], [1.03332, -2.40784, 3.07772], [-0.06589, 1.18632, 0.49050], [-2.02724, -3.48557, -2.40147], [-2.10385, -4.55601, 1.03981], [-1.18441, 2.31071, -1.96868], [2.51728, 3.80850, 0.13279], [2.87047, -4.33450, 1.72126], [-2.01530, 4.52154, -1.69662], [0.76223, -1.18171, -5.44497], [2.24640, 1.60359, 0.24700], [2.12151, -4.39788, -2.34789], [4.13445, -0.42721, 0.19847], [-3.37990, 3.63032, -2.35224], [1.51347, 3.56834, -0.22660], [0.06680, -4.87339, 1.80177], [-0.19447, -0.54815, -6.16303], [-2.73594, 3.73173, -1.47647], [0.51357, -1.73123, 0.36261], [-2.21583, 1.65265, -5.10501], [1.55301, -1.59090, -5.91304], [-0.43349, -2.64378, 2.79391], [-1.22237, -3.13157, 3.53970], [-0.63381, -0.47193, -4.02508]],
  "mulliken_spin": [0.0000, -0.0002, -0.0001, 0.0004, 0.0000, -0.0004, -0.0009, -0.0010, 0.0003, -0.0021, -0.0084, -0.0001, -0.1078, -0.0002, -0.0001, 0.0000, 0.0006, 0.0007, 0.0003, 0.0524, 0.0097, 0.0040, 0.0000, -0.0055, -0.0015, 0.0024, 0.0000, 0.0000, 0.0008, -0.0001, 0.0001, 0.0000, -0.0021, -0.0323, 0.0010, 0.0005, 0.0122, 0.0000, -0.0006, 0.0000, 0.0000, 0.0035, 0.0004, -0.0013, 0.0005, 0.0001, -0.0001, 0.0098, 0.0039, 0.0036, -0.0001, -0.0005, -0.0007, 0.0000, -0.0002, 0.0215, -0.0019, 0.0001, 0.0000, -0.0291, 0.0003, -0.0031, -0.0314, 0.0000, -0.0001, -0.0001, -0.0001, -0.0001, 0.0002, -0.0007, 0.0034, 0.0000, 0.0001, 0.0136, -0.0065, 0.0040, -0.0081, -0.0042, -0.0348, -0.0041, 0.0000, 0.0002, -0.0004, 0.0372, 0.1107, 0.0012, -0.0002, 0.0028, -0.0001, -0.0012, 0.0000, -0.0004, -0.0032, 0.0005, 0.0032, 0.0000, 0.0023, -0.0016, -0.0003, -0.0013, 0.9861, 0.0000, -0.0001, -0.0050, 0.0110, -0.0012]
}